Computed, not measured: C19H23N2O8RuS2 as an isolated structure at a distorted geometry, with ωB97M-V/def2-TZVPD.

## Properties
2S+1: 2
Relative energy (zero: lowest compared OMol25 entry of this formula, charge and spin), kJ/mol: 119.1
Kohn-Sham gap (alpha / beta), eV: 4.620 / 4.443
Expectation value of S²: 0.808
Total charge: -2
Highest occupied orbital energy (alpha / beta), eV: -0.60 / -0.43

Element x y z (Å)
Ru1 1.7276 -0.2734 1.1605
O1 0.5485 -3.4958 0.9586
C1 -0.2971 -2.6747 0.1692
C2 -1.2557 -1.8609 1.0216
N1 -0.6834 -0.5856 1.4806
C3 -0.8698 -0.4003 2.9212
C4 0.0217 -1.3070 3.7621
O2 -0.3629 -1.6038 4.8997
O3 1.1274 -1.6297 3.2105
C5 -1.2071 0.5571 0.7220
C6 -0.5269 1.8658 1.1392
O4 -1.2366 2.8842 1.1941
O5 0.7109 1.7666 1.3875
H1 0.9977 -2.9136 1.6021
H2 -0.8579 -3.3462 -0.4878
H3 0.2905 -1.9905 -0.4528
H4 -1.4917 -2.4706 1.8976
H5 -2.1945 -1.6776 0.4810
H6 -1.9155 -0.5461 3.2185
H7 -0.5824 0.6229 3.1692
H8 -2.2948 0.6643 0.8384
H9 -0.9749 0.3934 -0.3304
S1 3.9854 -0.9090 1.6582
C7 3.3983 0.4535 2.5192
N2 2.9161 0.2714 3.8285
C8 2.6411 1.3092 4.6601
C9 2.9277 2.5835 4.3323
C10 3.4986 2.8399 3.0216
C11 3.7255 1.8313 2.1705
H10 2.4845 -0.6393 3.9869
H11 2.1854 1.0339 5.6034
H12 2.7179 3.3825 5.0290
H13 3.7078 3.8594 2.7165
H14 4.1286 1.9968 1.1815
C12 -4.6969 -0.4691 -4.8423
C13 -3.2879 -0.2064 -4.3750
C14 -2.4145 -1.2571 -4.1231
C15 -1.1042 -1.0163 -3.7312
C16 -0.6663 0.2881 -3.5906
C17 -1.5244 1.3494 -3.8156
C18 -2.8337 1.0939 -4.2082
S2 1.0289 0.5949 -3.1526
O6 1.8461 -0.3344 -3.8846
O7 1.2672 1.9974 -3.3360
O8 0.9092 0.2133 -1.6868
H15 -4.9438 -1.5291 -4.7779
H16 -4.8270 -0.1563 -5.8805
H17 -5.4201 0.0846 -4.2413
H18 -2.7641 -2.2784 -4.2288
H19 -0.4180 -1.8302 -3.5312
H20 -1.1572 2.3576 -3.6748
H21 -3.5139 1.9217 -4.3811
C19 2.1489 -0.2165 -0.8552
H22 2.4831 -1.1502 -1.3060
H23 2.8985 0.5514 -1.0478

Cartesian forces (eV/Å) of the 6 atoms listed first:
0.7 -1.0 1.2
0.0 0.1 -0.1
0.1 -0.1 0.1
0.0 0.0 0.1
0.2 0.2 -0.4
-0.2 0.1 -0.1